2 unconnected molecules or ions with the total composition C2H3ClFNOS in a non-equilibrium geometry, computed with ωB97M-V/def2-TZVPD.

E_HOMO (alpha / beta) ... -0.334 / -0.321 Ha
Electronic energy ... -31731.002 eV
ΔE to the lowest compared entry with this formula, charge and spin ... 105.71 kcal per mole
HOMO-LUMO gap (alpha / beta) ... 0.177 / 0.160 Ha

```
! wB97M-V def2-TZVPD RIJCOSX def2/J DEFGRID3
* xyz 0 1
C -0.05287 1.36655 0.09729
C 1.33063 -0.59498 -0.04427
N 0.09827 0.07768 -0.08977
O 0.71766 2.18713 0.51552
F -1.34552 1.74079 -0.18422
S -2.78268 -0.95155 -1.02153
Cl -2.92462 -1.44205 0.86073
H 1.31489 -1.33342 0.76343
H 1.46812 -1.13977 -0.98553
H 2.17612 0.08961 0.08833
*
```